A 16-piece molecular cluster, C81H196N12O16 overall at a distorted geometry, computed with ωB97M-V with the def2-TZVPD basis set.

**Calculated total energy**: -137806.261 eV
**Orbital gap**: 8.7 eV
**Charge**: 0
**Lowest unoccupied orbital energy**: 0.0182 Eh
**HOMO level**: -8.2 eV

Bonds (Å) are listed after each position.
Geometry (Å):
1 C 4.014 -0.407 -2.100  C2 1.535, H4 1.078, H5 1.081, H6 1.130
2 C 2.962 0.049 -1.079  C1 1.535, O3 1.427, H7 1.099, H8 1.129
3 O 2.945 1.473 -0.991  C2 1.427, H9 0.982
4 H 5.023 -0.218 -1.771  C1 1.078
5 H 3.775 0.040 -3.054  C1 1.081
6 H 3.880 -1.501 -2.350  C1 1.130
7 H 3.263 -0.385 -0.115  C2 1.099
8 H 1.921 -0.279 -1.368  C2 1.129
9 H 1.993 1.707 -1.046  O3 0.982
10 C -5.729 -1.853 3.544  C11 1.476, H13 1.125, H14 1.081, H15 1.092
11 C -4.372 -2.399 3.738  C10 1.476, O12 1.403, H16 1.098, H17 1.126
12 O -3.557 -1.309 4.078  C11 1.403, H18 0.952
13 H -6.482 -2.690 3.553  C10 1.125
14 H -5.806 -1.422 2.556  C10 1.081
15 H -5.916 -1.081 4.293  C10 1.092
16 H -3.952 -2.935 2.877  C11 1.098
17 H -4.344 -3.227 4.501  C11 1.126
18 H -2.654 -1.507 4.305  O12 0.952
19 C -3.104 -0.268 -6.467  C20 1.511, H22 1.078, H23 1.082, H24 1.097
20 C -3.620 1.096 -6.859  C19 1.511, O21 1.446, H25 1.119, H26 1.075
21 O -3.997 1.792 -5.649  C20 1.446, H27 0.994
22 H -3.929 -0.784 -6.001  C19 1.078
23 H -2.261 -0.211 -5.791  C19 1.082
24 H -2.755 -0.817 -7.350  C19 1.097
25 H -4.585 0.966 -7.411  C20 1.119
26 H -3.000 1.775 -7.416  C20 1.075
27 H -3.310 2.494 -5.500  O21 0.994
28 C -0.022 -3.657 4.281  C29 1.511, H31 1.114, H32 1.117, H33 1.091
29 C -0.101 -2.666 5.418  C28 1.511, O30 1.418, H34 1.085, H35 1.110
30 O -1.460 -2.334 5.652  C29 1.418, H36 0.947
31 H -0.367 -4.681 4.554  C28 1.114
32 H 1.043 -3.721 3.949  C28 1.117
33 H -0.549 -3.305 3.392  C28 1.091
34 H 0.370 -1.710 5.210  C29 1.085
35 H 0.374 -3.064 6.340  C29 1.110
36 H -1.517 -1.890 6.486  O30 0.947
37 C 6.652 2.898 -0.510  C38 1.541, H48 1.064, H49 1.066, H50 1.089
38 C 6.463 3.781 0.739  C37 1.541, C39 1.531, N43 1.483, C47 1.559
39 C 6.720 5.261 0.443  C38 1.531, C40 1.514, H51 1.113, H52 1.095
40 C 6.418 6.134 1.643  C39 1.514, C41 1.548, H53 1.086, H54 1.068
41 C 4.934 5.931 2.034  C40 1.548, C42 1.564, H55 1.078, H56 1.087
42 C 4.515 4.441 2.257  C41 1.564, N43 1.474, C45 1.546, C46 1.548
43 N 5.042 3.638 1.139  C38 1.483, C42 1.474, O44 1.412
44 O 4.718 2.272 1.300  N43 1.412, H66 0.971
45 C 4.990 4.032 3.670  C42 1.546, H57 1.065, H58 1.132, H59 1.139
46 C 2.972 4.327 2.199  C42 1.548, H60 1.113, H61 1.098, H62 1.088
47 C 7.430 3.164 1.795  C38 1.559, H63 1.128, H64 1.094, H65 1.107
48 H 6.242 1.933 -0.331  C37 1.064
49 H 7.667 2.686 -0.758  C37 1.066
50 H 6.113 3.258 -1.385  C37 1.089
51 H 7.779 5.347 0.109  C39 1.113
52 H 6.093 5.446 -0.435  C39 1.095
53 H 6.583 7.176 1.384  C40 1.086
54 H 7.023 5.979 2.510  C40 1.068
55 H 4.274 6.355 1.295  C41 1.078
56 H 4.687 6.492 2.932  C41 1.087
57 H 6.019 4.250 3.836  C45 1.065
58 H 4.261 4.518 4.388  C45 1.132
59 H 4.901 2.918 3.889  C45 1.139
60 H 2.490 5.110 2.826  C46 1.113
61 H 2.559 4.400 1.184  C46 1.098
62 H 2.697 3.379 2.655  C46 1.088
63 H 6.905 2.249 2.196  C47 1.128
64 H 7.507 3.864 2.632  C47 1.094
65 H 8.412 2.928 1.344  C47 1.107
66 H 4.132 2.054 0.557  O44 0.971
67 C 3.069 0.673 7.505  C68 1.531, H78 1.097, H79 1.122, H80 1.095
68 C 1.989 1.735 7.282  C67 1.531, C69 1.525, N73 1.531, C77 1.533
69 C 2.493 2.699 6.213  C68 1.525, C70 1.569, H81 1.109, H82 1.090
70 C 1.377 3.672 5.694  C69 1.569, C71 1.540, H83 1.138, H84 1.112
71 C 0.283 2.812 5.033  C70 1.540, C72 1.532, H85 1.115, H86 1.099
72 C -0.298 1.808 6.033  C71 1.532, N73 1.521, C75 1.517, C76 1.576
73 N 0.847 0.979 6.596  C68 1.531, C72 1.521, O74 1.418
74 O 0.210 0.092 7.500  N73 1.418, H96 0.963
75 C -1.128 2.455 7.126  C72 1.517, H87 1.075, H88 1.064, H89 1.075
76 C -1.269 0.883 5.205  C72 1.576, H90 1.077, H91 1.042, H92 1.104
77 C 1.554 2.302 8.638  C68 1.533, H93 1.070, H94 1.075, H95 1.094
78 H 2.799 -0.029 8.304  C67 1.097
79 H 3.990 1.242 7.798  C67 1.122
80 H 3.182 0.202 6.524  C67 1.095
81 H 3.395 3.190 6.631  C69 1.109
82 H 2.780 2.071 5.369  C69 1.090
83 H 1.785 4.393 4.915  C70 1.138
84 H 0.993 4.217 6.584  C70 1.112
85 H 0.807 2.250 4.224  C71 1.115
86 H -0.541 3.428 4.647  C71 1.099
87 H -2.081 2.783 6.749  C75 1.075
88 H -1.239 1.762 7.926  C75 1.064
89 H -0.512 3.267 7.466  C75 1.075
90 H -2.090 0.531 5.806  C76 1.077
91 H -1.620 1.508 4.448  C76 1.042
92 H -0.671 0.060 4.778  C76 1.104
93 H 0.895 1.682 9.209  C77 1.070
94 H 1.080 3.260 8.520  C77 1.075
95 H 2.466 2.541 9.192  C77 1.094
96 H 0.731 -0.716 7.455  O74 0.963
97 C -0.482 -0.705 -2.784  C98 1.549, H108 1.138, H109 1.093, H110 1.090
98 C -1.409 -0.439 -1.572  C97 1.549, C99 1.573, N103 1.480, C107 1.569
99 C -1.520 -1.841 -0.867  C98 1.573, C100 1.524, H111 1.093, H112 1.077
100 C -1.948 -1.826 0.596  C99 1.524, C101 1.529, H113 1.047, H114 1.094
101 C -1.100 -0.804 1.354  C100 1.529, C102 1.534, H115 1.114, H116 1.078
102 C -0.963 0.607 0.768  C101 1.534, N103 1.495, C105 1.577, C106 1.581
103 N -0.608 0.420 -0.672  C98 1.480, C102 1.495, O104 1.451
104 O -0.407 1.694 -1.337  N103 1.451, H126 0.945
105 C -2.352 1.336 0.928  C102 1.577, H117 1.078, H118 1.111, H119 1.095
106 C 0.217 1.425 1.430  C102 1.581, H120 1.079, H121 1.093, H122 1.073
107 C -2.807 0.094 -2.043  C98 1.569, H123 1.060, H124 1.120, H125 1.069
108 H -0.083 0.257 -3.244  C97 1.138
109 H -1.029 -1.302 -3.518  C97 1.093
110 H 0.349 -1.365 -2.533  C97 1.090
111 H -2.167 -2.420 -1.532  C99 1.093
112 H -0.550 -2.302 -0.953  C99 1.077
113 H -1.853 -2.758 1.064  C100 1.047
114 H -3.015 -1.679 0.783  C100 1.094
115 H -0.075 -1.232 1.272  C101 1.114
116 H -1.394 -0.707 2.386  C101 1.078
117 H -3.083 0.800 0.345  C105 1.078
118 H -2.669 1.375 1.992  C105 1.111
119 H -2.309 2.355 0.526  C105 1.095
120 H 1.197 0.986 1.313  C106 1.079
121 H 0.161 2.470 1.117  C106 1.093
122 H -0.038 1.459 2.472  C106 1.073
123 H -2.811 1.155 -2.038  C107 1.060
124 H -3.688 -0.257 -1.447  C107 1.120
125 H -2.933 -0.190 -3.065  C107 1.069
126 H -1.216 2.152 -1.168  O104 0.945
127 C 2.347 -0.889 3.160  C128 1.538, H138 1.097, H139 1.079, H140 1.114
128 C 3.593 -1.764 2.942  C127 1.538, C129 1.544, N133 1.483, C137 1.534
129 C 3.222 -2.839 1.899  C128 1.544, C130 1.480, H141 1.113, H142 1.053
130 C 4.375 -3.630 1.414  C129 1.480, C131 1.554, H143 1.098, H144 1.096
131 C 5.392 -2.678 0.724  C130 1.554, C132 1.529, H145 1.080, H146 1.075
132 C 5.835 -1.543 1.647  C131 1.529, N133 1.533, C135 1.498, C136 1.510
133 N 4.579 -0.901 2.247  C128 1.483, C132 1.533, O134 1.474
134 O 5.020 0.159 3.171  N133 1.474, H156 1.023
135 C 6.872 -2.000 2.628  C132 1.498, H147 1.083, H148 1.102, H149 1.081
136 C 6.481 -0.496 0.771  C132 1.510, H150 1.064, H151 1.095, H152 1.065
137 C 4.080 -2.361 4.268  C128 1.534, H153 1.093, H154 1.119, H155 1.125
138 H 1.513 -1.542 3.445  C127 1.097
139 H 2.078 -0.437 2.218  C127 1.079
140 H 2.464 -0.158 3.993  C127 1.114
141 H 2.437 -3.447 2.404  C129 1.113
142 H 2.826 -2.350 1.054  C129 1.053
143 H 4.026 -4.404 0.717  C130 1.098
144 H 4.976 -4.070 2.218  C130 1.096
145 H 4.922 -2.266 -0.156  C131 1.080
146 H 6.265 -3.217 0.401  C131 1.075
147 H 7.874 -1.987 2.216  C135 1.083
148 H 6.941 -1.275 3.455  C135 1.102
149 H 6.759 -2.991 3.041  C135 1.081
150 H 5.773 0.086 0.231  C136 1.064
151 H 6.978 0.241 1.409  C136 1.095
152 H 7.082 -1.034 0.075  C136 1.065
153 H 4.521 -1.590 4.904  C137 1.093
154 H 4.854 -3.154 4.112  C137 1.119
155 H 3.256 -2.798 4.898  C137 1.125
156 H 4.868 1.002 2.613  O134 1.023
157 C -2.456 8.087 5.423  C158 1.539, H168 1.056, H169 1.118, H170 1.074
158 C -3.488 7.568 4.406  C157 1.539, C159 1.520, N163 1.455, C167 1.575
159 C -3.767 8.556 3.285  C158 1.520, C160 1.507, H171 1.080, H172 1.135
160 C -2.512 8.662 2.456  C159 1.507, C161 1.542, H173 1.103, H174 1.097
161 C -2.163 7.327 1.768  C160 1.542, C162 1.544, H175 1.098, H176 1.071
162 C -2.009 6.210 2.823  C161 1.544, N163 1.526, C165 1.517, C166 1.572
163 N -3.180 6.282 3.799  C158 1.455, C162 1.526, O164 1.423
164 O -3.073 5.305 4.827  N163 1.423, H186 0.979
165 C -2.206 4.897 2.089  C162 1.517, H177 1.096, H178 1.120, H179 1.082
166 C -0.587 6.272 3.490  C162 1.572, H180 1.076, H181 1.058, H182 1.114
167 C -4.901 7.528 5.101  C158 1.575, H183 1.119, H184 1.066, H185 1.115
168 H -2.116 7.248 5.968  C157 1.056
169 H -2.964 8.828 6.087  C157 1.118
170 H -1.676 8.609 4.902  C157 1.074
171 H -4.567 8.192 2.659  C159 1.080
172 H -3.986 9.586 3.708  C159 1.135
173 H -1.655 9.116 2.983  C160 1.103
174 H -2.776 9.299 1.604  C160 1.097
175 H -1.174 7.364 1.291  C161 1.098
176 H -2.936 7.193 1.040  C161 1.071
177 H -3.248 4.838 1.754  C165 1.096
178 H -1.446 4.784 1.275  C165 1.120
179 H -2.050 4.045 2.737  C165 1.082
180 H 0.036 5.528 3.025  C166 1.076
181 H -0.219 7.260 3.405  C166 1.058
182 H -0.755 5.974 4.550  C166 1.114
183 H -4.974 6.940 6.051  C167 1.119
184 H -5.581 7.128 4.383  C167 1.066
185 H -5.211 8.541 5.447  C167 1.115
186 H -3.935 4.840 4.814  O164 0.979
187 C -1.460 -6.846 -3.042  C188 1.500, H193 1.107, H194 1.097, H195 1.060
188 C -2.000 -7.484 -1.797  C187 1.500, C189 1.512, N192 1.430, H196 1.098
189 C -3.257 -6.827 -1.274  C188 1.512, O190 1.403, H197 1.076, H198 1.081
190 O -3.002 -5.476 -0.998  C189 1.403, C191 1.399
191 C -4.137 -4.931 -0.387  O190 1.399, H199 1.089, H200 1.092, H201 1.095
192 N -1.981 -8.902 -1.980  C188 1.430, H202 0.981, H203 1.011
193 H -2.083 -7.009 -3.943  C187 1.107
194 H -0.544 -7.386 -3.313  C187 1.097
195 H -1.257 -5.809 -2.951  C187 1.060
196 H -1.262 -7.225 -1.026  C188 1.098
197 H -3.579 -7.318 -0.372  C189 1.076
198 H -4.043 -6.881 -2.016  C189 1.081
199 H -4.202 -5.209 0.664  C191 1.089
200 H -5.023 -5.196 -0.966  C191 1.092
201 H -3.973 -3.848 -0.402  C191 1.095
202 H -2.035 -9.432 -1.156  N192 0.981
203 H -2.670 -9.232 -2.642  N192 1.011
204 C -6.294 -1.284 -4.001  C205 1.533, H210 1.089, H211 1.091, H212 1.101
205 C -7.164 -0.023 -3.946  C204 1.533, C206 1.526, N209 1.462, H213 1.089
206 C -6.721 0.997 -2.900  C205 1.526, O207 1.373, H214 1.102, H215 1.086
207 O -6.711 0.454 -1.640  C206 1.373, C208 1.423
208 C -6.087 1.342 -0.719  O207 1.423, H216 1.093, H217 1.098, H218 1.087
209 N -7.191 0.548 -5.292  C205 1.462, H219 1.008, H220 1.030
210 H -6.177 -1.822 -3.061  C204 1.089
211 H -5.336 -0.992 -4.432  C204 1.091
212 H -6.808 -1.942 -4.718  C204 1.101
213 H -8.193 -0.329 -3.765  C205 1.089
214 H -7.463 1.809 -2.957  C206 1.102
215 H -5.772 1.460 -3.155  C206 1.086
216 H -6.674 2.232 -0.482  C208 1.093
217 H -5.080 1.576 -1.091  C208 1.098
218 H -6.113 0.743 0.188  C208 1.087
219 H -7.824 1.332 -5.274  N209 1.008
220 H -6.263 0.920 -5.543  N209 1.030
221 C -3.925 -5.180 -7.924  C222 1.506, H227 1.044, H228 1.082, H229 1.080
222 C -2.859 -4.174 -7.580  C221 1.506, C223 1.528, N226 1.457, H230 1.128
223 C -2.599 -4.181 -6.074  C222 1.528, O224 1.356, H231 1.095, H232 1.117
224 O -3.686 -3.725 -5.405  C223 1.356, C225 1.354
225 C -3.530 -3.848 -4.066  O224 1.354, H233 1.083, H234 1.119, H235 1.062
226 N -1.607 -4.378 -8.299  C222 1.457, H236 1.021, H237 1.043
227 H -3.537 -6.096 -8.239  C221 1.044
228 H -4.600 -4.738 -8.645  C221 1.082
229 H -4.566 -5.281 -7.060  C221 1.080
230 H -3.194 -3.119 -7.795  C222 1.128
231 H -1.761 -3.486 -5.954  C223 1.095
232 H -2.421 -5.248 -5.797  C223 1.117
233 H -2.775 -3.229 -3.597  C225 1.083
234 H -3.292 -4.886 -3.724  C225 1.119
235 H -4.455 -3.581 -3.619  C225 1.062
236 H -1.309 -5.344 -8.156  N226 1.021
237 H -0.851 -3.745 -7.960  N226 1.043
238 C -0.204 4.178 -3.370  C239 1.538, H244 1.073, H245 1.112, H246 1.088
239 C -1.424 3.456 -3.967  C238 1.538, C240 1.552, N243 1.475, H247 1.083
240 C -2.768 3.839 -3.293  C239 1.552, O241 1.454, H248 1.100, H249 1.103
241 O -2.668 3.495 -1.883  C240 1.454, C242 1.416
242 C -3.757 4.113 -1.223  O241 1.416, H250 1.094, H251 1.096, H252 1.065
243 N -1.593 3.570 -5.428  C239 1.475, H253 1.043, H254 1.012
244 H -0.386 4.328 -2.324  C238 1.073
245 H 0.042 5.152 -3.846  C238 1.112
246 H 0.704 3.589 -3.476  C238 1.088
247 H -1.259 2.414 -3.718  C239 1.083
248 H -3.710 3.448 -3.703  C240 1.100
249 H -2.879 4.935 -3.358  C240 1.103
250 H -4.710 3.721 -1.591  C242 1.094
251 H -3.578 5.185 -1.365  C242 1.096
252 H -3.600 3.853 -0.202  C242 1.065
253 H -0.771 3.176 -5.935  N243 1.043
254 H -1.662 4.541 -5.705  N243 1.012
255 C 1.655 -7.602 3.016  C256 1.541, H261 1.083, H262 1.053, H263 1.087
256 C 1.047 -7.890 1.630  C255 1.541, C257 1.556, N260 1.479, H264 1.126
257 C 1.676 -6.969 0.544  C256 1.556, O258 1.440, H265 1.081, H266 1.123
258 O 1.640 -5.543 0.743  C257 1.440, C259 1.387
259 C 0.392 -4.938 0.740  O258 1.387, H267 1.060, H268 1.091, H269 1.082
260 N 1.274 -9.306 1.268  C256 1.479, H270 1.010, H271 1.044
261 H 1.189 -8.231 3.764  C255 1.083
262 H 1.415 -6.618 3.304  C255 1.053
263 H 2.730 -7.745 3.093  C255 1.087
264 H -0.019 -7.541 1.737  C256 1.126
265 H 1.265 -7.204 -0.428  C257 1.081
266 H 2.743 -7.313 0.492  C257 1.123
267 H -0.115 -4.998 1.669  C259 1.060
268 H -0.283 -5.360 -0.007  C259 1.091
269 H 0.593 -3.885 0.592  C259 1.082
270 H 0.823 -9.746 0.478  N260 1.010
271 H 1.248 -9.877 2.141  N260 1.044
272 C 3.661 -4.153 -5.976  C273 1.569, H278 1.122, H279 1.146, H280 1.079
273 C 2.256 -4.739 -5.597  C272 1.569, C274 1.468, N277 1.506, H281 1.096
274 C 1.706 -4.280 -4.316  C273 1.468, O275 1.419, H282 1.082, H283 1.101
275 O 2.627 -4.644 -3.300  C274 1.419, C276 1.420
276 C 2.080 -4.470 -2.001  O275 1.420, H284 1.102, H285 1.089, H286 1.068
277 N 1.193 -4.439 -6.620  C273 1.506, H287 0.997, H288 1.018
278 H 3.843 -4.207 -7.082  C272 1.122
279 H 4.426 -4.759 -5.377  C272 1.146
280 H 3.648 -3.087 -5.808  C272 1.079
281 H 2.382 -5.826 -5.540  C273 1.096
282 H 0.742 -4.738 -4.132  C274 1.082
283 H 1.478 -3.206 -4.233  C274 1.101
284 H 1.893 -3.388 -1.909  C276 1.102
285 H 2.846 -4.695 -1.260  C276 1.089
286 H 1.175 -5.015 -1.842  C276 1.068
287 H 1.434 -4.786 -7.523  N277 0.997
288 H 0.334 -4.904 -6.330  N277 1.018
289 C -0.092 1.187 -8.395  C290 1.545, H295 1.108, H296 1.098, H297 1.117
290 C 0.912 0.159 -7.829  C289 1.545, C291 1.531, N294 1.434, H298 1.070
291 C 1.112 0.503 -6.349  C290 1.531, O292 1.426, H299 1.112, H300 1.056
292 O 1.860 1.709 -6.216  C291 1.426, C293 1.463
293 C 2.914 1.505 -5.223  O292 1.463, H301 1.087, H302 1.103, H303 1.090
294 N 0.385 -1.168 -7.956  C290 1.434, H304 0.999, H305 1.006
295 H -0.312 1.078 -9.476  C289 1.108
296 H 0.191 2.241 -8.280  C289 1.098
297 H -1.069 0.950 -7.908  C289 1.117
298 H 1.828 0.259 -8.372  C290 1.070
299 H 1.619 -0.343 -5.836  C291 1.112
300 H 0.153 0.655 -5.933  C291 1.056
301 H 3.554 2.383 -5.218  C293 1.087
302 H 3.474 0.604 -5.524  C293 1.103
303 H 2.463 1.346 -4.243  C293 1.090
304 H -0.179 -1.289 -8.771  N294 0.999
305 H 1.061 -1.909 -7.890  N294 1.006